1.
{"formula": "C4H8N2O2", "method": "ωB97M-V/def2-TZVPD", "species": ["C", "N", "O", "C", "C", "C", "O", "N", "H", "H", "H", "H", "H", "H", "H", "H"], "coordinates": [[2.111, -0.391, 0.046], [2.080, 0.917, -0.193], [0.794, 1.469, -0.566], [-0.354, 1.497, 0.311], [-1.382, 0.506, -0.199], [-1.246, -0.949, 0.055], [-0.001, -1.214, -0.595], [1.178, -1.394, 0.021], [3.133, -0.675, 0.369], [-0.086, 1.412, 1.364], [-0.635, 2.546, 0.077], [-2.360, 0.966, -0.042], [-1.272, 0.570, -1.272], [-1.420, -1.368, 1.050], [-1.983, -1.552, -0.512], [1.443, -2.340, 0.086]], "nbo_charge": [0.18, -0.20, -0.45, -0.08, -0.47, -0.07, -0.39, -0.32, 0.20, 0.18, 0.21, 0.21, 0.23, 0.19, 0.20, 0.38], "e_above_lowest_kcal_mol": 147.08, "smiles": "C1=N\\OCCCON/1", "homo_ev": -8.41, "energy_ha": -417.02156, "largest_force_ev_per_a": 2.988, "total_charge": 0, "e_lumo_ev": 0.8}

***

2.
{"formula": "C2H8FNOSi", "method": "ωB97M-V/def2-TZVPD", "species": ["C", "Si", "C", "F", "H", "H", "H", "H", "H", "N", "O", "H", "H", "H"], "coordinates": [[-1.551, 0.029, 0.332], [-0.332, 1.264, 0.050], [0.768, 2.145, 1.358], [-0.194, 1.918, -1.353], [-1.691, -0.312, 1.322], [-2.446, -0.206, -0.200], [0.427, 1.865, 2.358], [1.727, 1.934, 0.925], [0.515, 3.248, 1.242], [0.970, -2.257, -1.449], [-0.277, -2.636, -0.900], [1.713, -2.690, -0.878], [1.014, -2.476, -2.507], [-0.643, -1.826, -0.301]], "nbo_charge": [-1.34, 1.86, -1.12, -0.64, 0.23, 0.25, 0.27, 0.25, 0.26, -0.58, -0.63, 0.34, 0.35, 0.49], "e_above_lowest_kcal_mol": 30.61, "smiles": "C=[Si](C)F.NO", "homo_ev": -8.35, "energy_ha": -600.27228, "largest_force_ev_per_a": 3.554, "total_charge": 0, "e_lumo_ev": 0.4}

***

3.
{"formula": "C25H53ClOP2ReSi2", "method": "ωB97M-V/def2-TZVPD", "species": ["Re", "C", "C", "C", "Si", "C", "C", "Si", "H", "H", "H", "Cl", "C", "C", "C", "C", "H", "H", "H", "H", "H", "H", "H", "H", "H", "H", "H", "H", "C", "C", "P", "H", "H", "P", "H", "H", "C", "C", "C", "C", "C", "H", "C", "H", "H", "H", "H", "H", "H", "H", "C", "C", "H", "H", "H", "H", "H", "H", "H", "C", "C", "H", "H", "H", "H", "H", "H", "C", "C", "H", "H", "H", "H", "H", "H", "H", "C", "H", "H", "H", "C", "O", "H", "H", "H"], "coordinates": [[-0.548, 0.001, -0.351], [-1.268, -0.020, 1.737], [-1.691, 1.169, 1.012], [-2.514, 0.731, -0.077], [-1.368, 2.824, 1.810], [-2.511, -0.714, -0.088], [-1.686, -1.177, 0.989], [-1.368, -2.874, 1.756], [0.902, -0.052, 4.716], [-3.045, 1.369, -0.758], [-3.055, -1.370, -0.798], [1.745, 0.052, -2.932], [-1.172, -3.019, 3.609], [-2.762, -4.017, 1.270], [-1.168, 2.941, 3.676], [-2.760, 3.992, 1.360], [-3.658, -3.720, 1.837], [-2.509, -5.055, 1.553], [-3.019, -3.996, 0.192], [-0.483, -2.249, 3.980], [-0.786, -4.008, 3.884], [-2.133, -2.880, 4.122], [-3.672, 3.647, 1.873], [-2.978, 4.042, 0.270], [-2.530, 5.012, 1.720], [-2.127, 2.774, 4.184], [-0.795, 3.930, 3.973], [-0.466, 2.171, 4.024], [0.292, -3.289, 0.966], [0.294, 3.271, 1.036], [0.466, -2.436, -0.677], [0.415, -4.382, 0.868], [1.101, -2.902, 1.612], [0.467, 2.452, -0.623], [1.104, 2.872, 1.673], [0.416, 4.366, 0.960], [2.183, 3.043, -1.104], [-0.793, 3.513, -1.600], [-0.796, -3.479, -1.669], [2.178, -3.016, -1.172], [3.277, -2.094, -0.635], [2.142, -2.929, -2.274], [2.542, -4.445, -0.751], [2.645, -4.502, 0.341], [3.518, -4.690, -1.196], [1.824, -5.201, -1.072], [3.226, -1.108, -1.094], [4.269, -2.508, -0.865], [3.224, -1.979, 0.455], [-1.757, -3.272, -1.169], [-0.575, -5.003, -1.663], [-0.900, -3.014, -3.119], [-0.548, -5.433, -0.652], [0.344, -5.266, -2.207], [-1.420, -5.483, -2.199], [-1.290, -1.995, -3.195], [-1.600, -3.668, -3.668], [0.071, -3.045, -3.633], [-1.757, 3.288, -1.112], [-0.881, 3.082, -3.061], [-0.580, 5.037, -1.553], [-0.559, 5.441, -0.531], [-1.424, 5.526, -2.080], [0.341, 5.319, -2.086], [-1.263, 2.062, -3.165], [0.094, 3.130, -3.565], [-1.580, 3.744, -3.598], [3.282, 2.111, -0.582], [2.543, 4.463, -0.654], [2.148, 2.978, -2.207], [2.646, 4.496, 0.440], [1.822, 5.224, -0.959], [3.518, 4.719, -1.093], [3.225, 1.977, 0.506], [4.274, 2.533, -0.801], [3.236, 1.134, -1.060], [0.022, 0.032, -3.522], [-0.729, 0.033, -2.694], [0.000, 0.799, -4.294], [0.008, -0.767, -4.271], [1.618, -0.066, 5.541], [-0.532, -0.027, 2.771], [2.262, -0.955, 5.465], [1.095, -0.076, 6.503], [2.266, 0.824, 5.488]], "mulliken_spin": [2.19, 0.07, -0.01, 0.02, -0.01, 0.03, -0.02, -0.01, 0.00, 0.05, 0.05, 0.02, 0.00, 0.00, 0.00, 0.00, 0.00, 0.00, 0.00, 0.00, 0.00, 0.00, 0.00, 0.00, 0.00, 0.00, 0.00, 0.00, 0.01, 0.01, 0.13, 0.00, 0.01, 0.12, 0.01, 0.00, -0.04, 0.01, 0.00, -0.05, 0.08, 0.00, 0.01, 0.00, 0.00, 0.00, -0.03, 0.00, 0.01, 0.01, 0.00, 0.02, 0.00, 0.00, 0.00, 0.00, 0.00, 0.00, 0.00, 0.02, 0.00, 0.00, 0.00, 0.00, 0.00, 0.00, 0.00, 0.08, 0.01, 0.01, 0.00, 0.00, 0.00, 0.01, 0.00, -0.03, 0.06, -0.01, -0.01, -0.01, -0.01, 0.20, 0.00, 0.00, 0.00], "s_squared": 3.773, "e_above_lowest_kcal_mol": 11.51, "multiplicity": 4, "homo_ev": [-5.10, -7.13], "energy_ha": -2859.71736, "largest_force_ev_per_a": 4.999, "total_charge": 0, "e_lumo_ev": [0.5, -0.1]}

***

4.
{"formula": "C9H17NSi", "method": "ωB97M-V/def2-TZVPD", "species": ["C", "C", "C", "C", "C", "C", "N", "Si", "C", "C", "C", "H", "H", "H", "H", "H", "H", "H", "H", "H", "H", "H", "H", "H", "H", "H", "H", "H"], "coordinates": [[1.060, 1.772, 0.040], [1.712, 0.462, 0.378], [3.073, 0.278, -0.255], [1.448, -0.136, 1.695], [0.806, -0.777, 0.477], [1.418, -1.893, -0.180], [1.819, -2.727, -0.892], [-1.182, -0.672, 0.047], [-1.987, -2.014, 1.083], [-1.258, -1.327, -1.772], [-2.041, 0.964, 0.621], [0.285, 1.941, 0.650], [0.553, 1.682, -0.993], [1.828, 2.548, -0.129], [3.598, 1.265, 0.097], [2.892, 0.227, -1.368], [3.308, -0.717, 0.069], [0.740, 0.227, 2.346], [2.222, -0.775, 2.104], [-2.760, -2.583, 0.424], [-1.278, -2.807, 1.411], [-2.571, -1.539, 1.795], [-0.867, -2.315, -1.807], [-2.305, -1.627, -1.791], [-0.946, -0.806, -2.730], [-1.588, 1.826, 0.194], [-3.062, 0.753, 0.395], [-2.102, 1.211, 1.702]], "nbo_charge": [-0.60, 0.00, -0.61, -0.39, -0.54, 0.29, -0.37, 1.62, -1.13, -1.10, -1.10, 0.20, 0.20, 0.22, 0.22, 0.22, 0.23, 0.22, 0.22, 0.24, 0.26, 0.23, 0.26, 0.23, 0.25, 0.24, 0.24, 0.25], "e_above_lowest_kcal_mol": 12.30, "smiles": "CC1(C)C[C@@]1(C#N)[Si](C)(C)C", "homo_ev": -9.60, "energy_ha": -697.30742, "largest_force_ev_per_a": 5.094, "total_charge": 0, "e_lumo_ev": 0.6}